An isolated molecule of C21H26N2O4S at a distorted geometry. Source: the Open Molecules 2025 dataset; level of theory: wB97M-V/def2-TZVPD.

Energy relative to the best compared isomer or geometry (same formula, charge and spin) = 105.9 kJ/mol
Charge = 0
2S+1 = 1
M = 402.52 g mol⁻¹
DFT total energy = -44204.064 eV
Frontier orbital gap = 0.2848 hartree

Last columns: bonded neighbours and bond lengths (Å).
Geometry (Å):
1 C -3.7120 -2.2238 1.1934  H2 1.086, H3 1.087, H4 1.087, C5 1.528
2 H -4.7717 -2.0623 1.3704  C1 1.086
3 H -3.1886 -2.1578 2.1433  C1 1.087
4 H -3.5848 -3.2249 0.7887  C1 1.087
5 C -3.1423 -1.1978 0.2147  C1 1.528, N6 1.450, H53 1.102, H54 1.092
6 N -3.0152 0.1141 0.8185  C5 1.450, C7 1.446, C46 1.447
7 C -1.9272 0.9172 0.3076  N6 1.446, C8 1.541, H44 1.092, H45 1.096
8 C -1.8345 1.0721 -1.2225  C7 1.541, H9 1.089, H10 1.091, C11 1.530
9 H -2.7918 1.3956 -1.6295  C8 1.089
10 H -1.5852 0.1125 -1.6774  C8 1.091
11 C -0.7846 2.1136 -1.6157  C8 1.530, N12 1.442, H42 1.095, H43 1.094
12 N 0.5247 1.8602 -1.0683  C11 1.442, C13 1.344, C27 1.451
13 C 1.0600 2.5759 -0.0639  N12 1.344, O14 1.218, C15 1.491
14 O 0.5702 3.4936 0.5698  C13 1.218
15 C 2.4457 2.0665 0.1420  C13 1.491, C16 1.347, O40 1.333
16 C 2.6961 1.0877 -0.7480  C15 1.347, C17 1.468, C27 1.515
17 C 3.9066 0.3184 -1.0626  C16 1.468, O18 1.221, C19 1.456
18 O 4.0941 -0.1213 -2.1858  C17 1.221
19 C 4.8561 0.1018 0.0201  C17 1.456, C20 1.372, S23 1.736
20 C 4.6649 0.0975 1.3786  C19 1.372, C21 1.404, H26 1.074
21 C 5.8255 -0.2464 2.0893  C20 1.404, C22 1.364, H25 1.075
22 C 6.8828 -0.5021 1.2670  C21 1.364, S23 1.710, H24 1.072
23 S 6.4813 -0.3512 -0.3880  C19 1.736, C22 1.710
24 H 7.8818 -0.7737 1.5463  C22 1.072
25 H 5.8771 -0.3002 3.1620  C21 1.075
26 H 3.7223 0.3142 1.8446  C20 1.074
27 C 1.4485 0.8647 -1.5787  N12 1.451, C16 1.515, C28 1.497, H39 1.097
28 C 0.9682 -0.5409 -1.3944  C27 1.497, C29 1.361, O32 1.354
29 C 0.6106 -1.5088 -2.2825  C28 1.361, C30 1.418, H38 1.070
30 C 0.2658 -2.6449 -1.5080  C29 1.418, C31 1.363, H37 1.071
31 C 0.4420 -2.2913 -0.2033  C30 1.363, O32 1.351, C33 1.486
32 O 0.8728 -1.0128 -0.1288  C28 1.354, C31 1.351
33 C 0.2475 -3.0417 1.0645  C31 1.486, H34 1.090, H35 1.089, H36 1.086
34 H 1.2054 -3.2113 1.5557  C33 1.090
35 H -0.3850 -2.4741 1.7452  C33 1.089
36 H -0.2178 -4.0001 0.8558  C33 1.086
37 H -0.0667 -3.5936 -1.8760  C30 1.071
38 H 0.5983 -1.4264 -3.3497  C29 1.070
39 H 1.6444 1.0231 -2.6460  C27 1.097
40 O 3.1982 2.6549 1.0711  C15 1.333, H41 0.977
41 H 2.6547 3.3712 1.4529  O40 0.977
42 H -0.7036 2.1643 -2.7070  C11 1.095
43 H -1.0821 3.0948 -1.2335  C11 1.094
44 H -2.0021 1.9076 0.7621  C7 1.092
45 H -0.9931 0.4644 0.6607  C7 1.096
46 C -4.2520 0.8093 1.1016  N6 1.447, C47 1.535, H51 1.092, H52 1.094
47 C -5.0478 1.3634 -0.0885  C46 1.535, H48 1.087, H49 1.088, H50 1.087
48 H -6.0167 1.7140 0.2592  C47 1.087
49 H -5.2141 0.5930 -0.8379  C47 1.088
50 H -4.5316 2.2013 -0.5501  C47 1.087
51 H -4.8891 0.1154 1.6542  C46 1.092
52 H -4.0089 1.6360 1.7763  C46 1.094
53 H -3.7581 -1.1904 -0.6996  C5 1.102
54 H -2.1387 -1.5202 -0.0700  C5 1.092